This record from the OMol25 dataset describes a cluster of 4 separate species, C8H16NO8 in total. The level of theory is wB97M-V/def2-TZVPD.

The geometry in XYZ format:
```
33
Properties=species:S:1:pos:R:3:forces:R:3:lowdin_charge:R:1
C -4.23707 -2.42090 2.76339 -1.0025 -0.1171 -0.8671 -0.2210
C -2.72892 -2.16075 2.56294 2.2703 -1.8058 0.3642 -0.5638
O -1.76240 -3.13467 2.82747 -2.5052 0.3552 0.4045 -0.3949
H -4.73560 -1.44492 2.88335 0.0087 0.0410 0.7577 0.0190
H -4.43924 -3.13989 3.56436 -0.0351 0.2241 0.2100 0.0248
H -4.78171 -2.74018 1.85761 0.3880 -0.7243 -0.0991 0.0183
H -2.59397 -1.32734 3.27910 0.3595 0.7661 -0.3226 0.0571
H -2.57752 -1.93372 1.49968 -0.3128 1.0806 -0.0518 0.0676
C 3.26624 -2.86149 4.03747 0.4393 0.7701 0.0362 -0.2216
C 2.39608 -2.49363 2.83978 -3.5178 -1.5523 -0.1232 -0.6048
O 1.57361 -3.53522 2.46731 2.0675 -0.2450 -0.2851 -0.3875
H 3.77774 -1.91591 4.30234 0.6372 -0.2735 0.3029 0.0190
H 3.92999 -3.69942 3.79073 0.3001 0.2185 -0.1113 0.0230
H 2.69896 -3.18563 4.91245 -0.3942 0.0742 -0.2084 0.0360
H 2.95070 -1.98721 2.01822 0.7222 -0.1887 -0.0513 0.0531
H 1.63095 -1.74298 3.13161 0.6383 0.7938 0.5433 0.0737
N -0.63180 -0.06762 0.16790 1.0195 -1.8672 0.8314 -0.6357
O -1.32327 -0.80080 -0.58820 -0.2652 1.3492 -0.4592 -0.1238
O 0.15118 -0.64664 0.94522 -0.2860 1.1453 -0.4376 -0.0416
O -0.69276 1.19995 0.15205 -0.3189 -0.0148 -0.5668 -0.1659
C 1.52227 2.00861 -2.90044 -0.9609 -0.6286 -0.0401 -0.0082
C 0.86677 3.32712 -3.27838 -0.1368 -0.5509 0.0229 -0.2970
C 1.01938 3.64946 -4.75195 0.3030 -0.9164 -0.8899 -0.1433
O -0.23937 4.14665 -5.15025 -1.0798 0.9620 0.1201 0.0303
C -1.18251 3.77533 -4.21598 0.9890 -1.3002 0.3940 -0.5504
O -2.35865 3.82706 -4.34428 -0.2665 0.7156 -0.4688 0.1579
O -0.57172 3.19166 -3.16698 0.3207 0.6648 -0.1451 0.1056
H 2.60784 2.07251 -2.92608 0.0077 -0.1054 -0.0048 0.0837
H 1.12422 1.25105 -3.58497 0.5235 0.1849 -0.5685 0.0927
H 1.15201 1.51466 -1.99547 0.2113 0.9539 0.6577 0.0950
H 1.19645 4.20156 -2.71493 -0.1373 -0.1893 0.4777 0.1498
H 1.16223 2.74719 -5.35937 0.2300 -0.1368 0.3087 0.1278
H 1.82985 4.32610 -5.02573 -0.2172 0.3172 0.2695 0.1250
```
Positions in Å, forces in eV/Å.

Results
- LUMO level: 5.3 eV
- Gap between HOMO and LUMO: 0.04708 Eh
- Max |F|: 3.8 eV/Å
- E_tot: -26412.4844 eV
- Total charge: -3